Entry 1:
The following is a quantum chemistry calculation of a structure of composition C35H48Cl2NO2OsP3, from the OMol25 dataset.

The value obtained for the LUMO energy (alpha / beta) is -5.62 / -8.49 eV. The value obtained for the HOMO energy (alpha / beta) is -8.59 / -12.37 eV. Its multiplicity is 5. The charge is +2.

```
92
Properties=species:S:1:pos:R:3:mulliken_charge:R:1
P -2.32 2.35 -2.95 0.012
C -3.69 1.41 -2.32 1.260
C -4.66 2.46 -2.19 -0.965
H -4.30 3.47 -2.03 0.401
C -5.99 2.22 -2.49 -0.595
H -6.66 3.07 -2.59 0.402
C -6.42 0.90 -2.69 -0.583
H -7.48 0.73 -2.94 0.387
C -5.51 -0.16 -2.57 -0.274
H -5.91 -1.18 -2.68 0.405
C -4.15 0.07 -2.36 -0.820
H -3.48 -0.78 -2.21 0.333
C -1.50 3.21 -1.62 0.268
C -1.94 3.44 -0.29 -0.276
H -2.63 2.74 0.19 0.725
C -1.50 4.57 0.40 -0.594
H -1.90 4.80 1.39 0.478
C -0.59 5.46 -0.17 -0.591
H -0.32 6.39 0.33 0.451
C -0.02 5.14 -1.41 -0.809
H 0.70 5.82 -1.88 0.477
C -0.38 3.99 -2.07 -0.570
H 0.09 3.71 -3.01 0.443
C -1.14 1.16 -3.77 0.854
C -1.49 1.64 -5.07 -0.605
H -2.34 2.32 -5.14 0.316
C -0.74 1.37 -6.19 -0.659
H -1.05 1.84 -7.12 0.432
C 0.37 0.52 -6.09 -0.578
H 0.95 0.32 -7.00 0.378
C 0.69 -0.04 -4.85 -0.668
H 1.55 -0.72 -4.82 0.385
C -0.04 0.26 -3.68 0.101
H 0.24 -0.27 -2.77 0.237
Os 0.19 -1.34 1.90 1.818
C 1.94 -0.13 2.04 -2.054
C 2.09 0.99 1.32 0.897
H 2.69 -0.45 2.77 0.252
C 1.03 1.17 0.23 2.155
O 1.73 1.11 -1.08 -0.681
H 1.08 1.32 -1.81 0.119
C 0.12 0.07 0.46 -0.790
H 0.45 2.13 0.27 -0.561
C -0.53 -1.02 0.29 -1.160
Cl 1.21 -2.74 3.65 -0.473
Cl -1.98 -2.68 1.91 -0.415
P -1.17 -0.15 3.32 0.401
C -1.83 -1.24 4.63 -1.178
H -1.00 -1.57 5.26 0.367
H -2.28 -2.11 4.15 0.395
H -2.60 -0.70 5.21 0.469
C -0.20 1.12 4.20 -1.240
H 0.12 1.90 3.50 0.201
H 0.70 0.63 4.61 0.338
H -0.79 1.56 5.01 0.533
C -2.62 0.76 2.67 -1.056
H -3.10 0.18 1.88 0.389
H -2.31 1.74 2.27 0.122
H -3.34 0.92 3.49 0.587
P 3.45 2.11 1.50 1.452
C 4.20 1.64 3.04 -1.299
C 2.78 3.76 1.55 -1.149
H 4.51 0.59 3.01 0.471
H 3.50 1.81 3.87 0.390
H 5.07 2.30 3.14 0.436
H 2.25 4.02 0.61 0.259
H 3.66 4.41 1.68 0.501
H 2.10 3.87 2.41 0.392
C 4.56 1.90 0.11 -1.274
H 4.98 0.88 0.12 0.415
H 5.35 2.65 0.26 0.488
H 4.02 2.08 -0.84 0.343
H -1.10 -1.40 -0.51 1.156
O 1.08 -2.60 0.41 -0.740
C 1.34 -3.84 0.48 -0.170
C 0.39 -4.82 1.05 0.073
C 0.46 -6.22 0.45 -0.962
C 1.67 -6.97 1.01 -0.713
C 3.00 -6.54 0.41 -0.697
C 3.41 -5.11 0.73 -0.550
N 2.56 -4.17 -0.01 -0.025
H 0.56 -4.83 2.14 0.291
H -0.62 -4.43 0.91 0.111
H -0.46 -6.75 0.72 0.400
H 0.50 -6.17 -0.64 0.334
H 1.69 -6.83 2.10 0.345
H 1.53 -8.04 0.82 0.371
H 3.79 -7.18 0.79 0.343
H 2.96 -6.66 -0.68 0.311
H 3.31 -4.91 1.82 0.253
H 4.45 -4.91 0.42 0.473
H 3.04 -3.33 -0.36 0.371
```

---

Entry 2:
The following is a quantum chemistry calculation of a cluster of 10 separate species, C35H54Cl4F3N5O5 in total, from the OMol25 dataset.

The value obtained for the LUMO energy is 0.28 eV. The SMILES is Fc1ccccc1.Fc1ccccc1.Fc1ccccc1.CNC(C)=O.CNC(C)=O.CNC(C)=O.CNC(C)=O.CNC(C)=O.ClCCl.ClCCl. The value obtained for the HOMO energy is -8.74 eV. The energy above the lowest of the compared OMol25 structures with the same formula, charge and spin is 1.8889 eV.

```
106
Properties=species:S:1:pos:R:3:mulliken_charge:R:1
F 0.84 -1.35 0.19 -0.041
C -0.43 -0.90 0.14 0.399
C -1.33 -1.48 1.02 0.106
C -2.62 -1.03 1.24 -1.128
C -2.95 0.16 0.57 -0.697
C -2.09 0.76 -0.33 -0.996
C -0.81 0.22 -0.53 1.142
H -1.00 -2.35 1.57 -0.236
H -3.28 -1.55 1.91 0.486
H -3.82 0.75 0.84 0.472
H -2.34 1.68 -0.84 0.478
H -0.20 0.73 -1.27 -0.039
F 2.28 5.37 2.43 -0.373
C 2.05 4.11 2.03 -0.021
C 3.10 3.21 1.96 -0.863
C 2.89 1.88 1.65 -0.551
C 1.57 1.46 1.53 0.570
C 0.50 2.34 1.61 0.425
C 0.75 3.69 1.81 -1.012
H 4.11 3.54 2.15 0.472
H 3.65 1.11 1.59 0.657
H 1.39 0.40 1.38 -0.408
H -0.52 2.04 1.41 0.361
H -0.04 4.43 1.76 0.512
F 1.51 -3.78 1.39 -0.460
C 0.91 -4.51 0.42 0.398
C 1.53 -4.60 -0.82 0.152
C 0.96 -5.40 -1.77 -0.680
C -0.30 -5.96 -1.55 -0.506
C -0.92 -5.86 -0.32 -0.733
C -0.30 -5.12 0.69 -0.189
H 2.44 -4.05 -0.99 0.329
H 1.38 -5.65 -2.74 0.291
H -0.69 -6.56 -2.36 0.445
H -1.87 -6.31 -0.08 0.429
H -0.74 -5.17 1.67 0.397
C -1.47 6.40 -3.67 -0.952
N -2.11 5.09 -3.86 -0.127
C -2.18 4.09 -2.96 0.258
C -1.13 4.05 -1.83 -0.195
O -3.01 3.19 -3.03 -0.613
H -0.43 6.30 -3.97 0.285
H -1.48 6.66 -2.61 0.341
H -2.09 7.15 -4.15 0.344
H -2.73 5.01 -4.65 0.302
H -0.37 4.78 -2.13 0.608
H -0.60 3.10 -1.79 -0.569
H -1.59 4.36 -0.90 0.393
C 4.90 -2.28 0.41 -0.988
N 3.82 -1.92 1.28 0.168
C 3.82 -0.85 2.12 0.895
C 2.58 -0.65 2.95 -1.032
O 4.75 -0.05 2.19 -0.711
H 4.77 -1.86 -0.59 0.309
H 5.03 -3.36 0.33 0.336
H 5.85 -1.90 0.79 0.368
H 2.91 -2.36 1.26 -0.154
H 2.68 -1.30 3.82 0.790
H 1.67 -0.79 2.37 -0.054
H 2.59 0.37 3.32 0.414
C -1.27 0.86 4.09 -0.416
N -1.53 1.31 5.43 -0.112
C -2.77 1.52 5.92 0.630
C -2.90 2.05 7.33 -0.987
O -3.77 1.31 5.25 -0.636
H -1.58 1.56 3.31 0.195
H -1.52 -0.15 3.75 0.074
H -0.18 0.79 3.99 0.151
H -0.74 1.26 6.05 0.268
H -3.61 2.87 7.25 0.280
H -1.93 2.28 7.76 0.294
H -3.25 1.25 8.00 0.273
C -1.76 -3.28 -4.13 -1.105
N -0.64 -2.75 -3.38 0.478
C 0.61 -2.52 -3.84 0.551
C 1.56 -2.01 -2.82 1.160
O 0.93 -2.80 -4.99 -0.753
H -1.37 -3.63 -5.09 0.402
H -2.39 -2.46 -4.49 0.265
H -2.19 -4.10 -3.56 0.320
H -0.79 -2.51 -2.41 -0.220
H 2.49 -2.59 -2.76 0.387
H 1.13 -2.07 -1.82 -1.012
H 1.92 -0.98 -2.93 -0.526
C 0.94 2.61 -4.85 -0.744
N 1.52 2.52 -3.51 -0.112
C 2.11 1.40 -3.03 0.568
C 2.61 1.52 -1.63 -0.392
O 2.12 0.35 -3.66 -0.720
H 0.79 1.59 -5.20 0.283
H 1.57 3.10 -5.60 0.288
H 0.02 3.17 -4.78 0.159
H 1.61 3.38 -3.00 0.288
H 2.87 0.54 -1.24 -0.153
H 1.99 2.07 -0.93 -0.024
H 3.57 2.05 -1.65 0.581
Cl -0.65 -3.56 3.95 -0.033
C -1.99 -3.88 5.10 -0.482
Cl -2.58 -2.33 5.71 -0.120
H -2.79 -4.35 4.54 0.264
H -1.67 -4.50 5.93 0.387
Cl -2.16 0.34 -3.85 -0.069
C -3.71 -0.07 -3.05 -0.191
Cl -4.87 -0.72 -4.19 -0.165
H -3.44 -0.80 -2.30 0.072
H -4.10 0.87 -2.66 0.346
```

---

Entry 3:
The following is a quantum chemistry calculation of a cluster of 2 separate species, C37H49BN6O5 in total, from the OMol25 dataset.

The value obtained for the LUMO energy is -2.20 eV. The value obtained for the HOMO energy is -8.57 eV. The energy above the lowest of the compared OMol25 structures with the same formula, charge and spin is 0.0000 eV.

```
98
Properties=species:S:1:pos:R:3:mulliken_charge:R:1
C 0.25 2.13 4.00 -1.750
C 1.64 2.71 3.91 2.745
C 1.51 4.07 4.61 -2.298
C 2.63 1.91 4.77 -1.690
C 2.18 2.84 2.44 -0.233
C 2.73 4.09 2.14 -0.534
C 3.34 4.37 0.92 -1.654
C 3.54 3.33 0.02 -1.097
C 3.15 2.03 0.35 0.156
C 3.90 0.96 -0.49 2.464
C 3.63 -0.47 -0.08 -1.439
C 5.42 1.17 -0.32 -1.886
C 3.54 1.17 -1.96 -1.604
C 2.21 1.82 1.40 0.558
N 1.34 0.66 1.41 1.604
C 0.36 0.27 0.51 -0.975
B 0.12 0.47 -1.01 0.411
H -0.93 -0.22 -1.59 -0.508
N -0.31 -0.79 1.11 1.454
C -1.47 -1.47 0.59 -0.851
C -1.42 -2.83 0.19 0.330
C -0.16 -3.76 0.18 2.546
C -0.30 -4.91 -0.82 -2.000
C 0.05 -4.37 1.56 -1.765
C 1.08 -3.00 -0.27 -1.687
C -2.61 -3.43 -0.24 -0.464
C -3.69 -2.67 -0.64 -1.647
C -3.66 -1.30 -0.40 -0.042
C -2.69 -0.76 0.45 0.157
C -3.08 0.59 1.13 2.271
C -2.81 1.74 0.17 -1.433
C -2.35 0.88 2.43 -1.051
C -4.57 0.61 1.48 -1.960
C 0.33 -1.11 2.30 -0.724
C 1.38 -0.29 2.44 -1.211
H 0.23 1.06 3.82 0.278
H -0.15 2.28 5.01 0.522
H -0.42 2.65 3.30 0.359
H 2.48 4.54 4.82 0.480
H 0.88 4.76 4.03 0.467
H 1.03 3.93 5.59 0.453
H 3.57 2.47 4.87 0.391
H 2.21 1.76 5.77 0.411
H 2.87 0.93 4.34 0.329
H 2.71 4.89 2.86 0.419
H 3.70 5.37 0.71 0.383
H 4.07 3.52 -0.91 0.396
H 4.22 -1.14 -0.71 0.684
H 2.58 -0.73 -0.22 -0.160
H 3.91 -0.65 0.96 0.247
H 5.75 2.15 -0.67 0.362
H 5.70 1.06 0.73 0.399
H 5.96 0.40 -0.90 0.463
H 4.00 2.08 -2.35 0.436
H 3.90 0.32 -2.57 0.425
H 2.46 1.25 -2.09 0.187
H 0.00 1.64 -1.27 0.020
H 1.02 -0.08 -1.65 -0.139
H -0.50 -4.54 -1.83 0.339
H 0.65 -5.47 -0.86 0.470
H -1.07 -5.64 -0.53 0.433
H 0.23 -3.60 2.31 0.218
H -0.83 -4.95 1.86 0.382
H 0.92 -5.04 1.54 0.458
H 1.44 -2.33 0.50 0.285
H 1.89 -3.72 -0.47 0.706
H 0.89 -2.45 -1.20 0.033
H -2.65 -4.52 -0.32 0.316
H -4.57 -3.14 -1.09 0.424
H -4.43 -0.64 -0.81 0.455
H -3.26 1.56 -0.81 0.158
H -3.23 2.67 0.58 0.678
H -1.74 1.87 0.01 -0.053
H -2.49 0.09 3.17 0.362
H -1.29 1.02 2.24 -0.725
H -2.73 1.82 2.83 0.686
H -4.83 -0.23 2.13 0.413
H -4.78 1.54 2.02 0.451
H -5.21 0.59 0.59 0.374
H -0.06 -1.85 2.98 0.921
H 2.15 -0.30 3.19 0.113
O -4.20 1.00 -7.42 -0.537
N -3.77 -0.14 -7.18 0.897
O -3.90 -1.10 -7.98 -0.586
C -3.06 -0.43 -5.95 -0.592
C -2.42 -1.65 -5.77 -0.548
C -1.68 -1.91 -4.59 -0.739
N -0.89 -3.11 -4.47 1.031
O -1.06 -4.04 -5.28 -0.627
O -0.02 -3.15 -3.55 -0.536
C -1.62 -1.00 -3.51 0.458
C -2.30 0.23 -3.66 0.178
N -2.57 1.18 -2.74 -0.064
O -3.57 2.00 -3.39 -0.098
N -3.81 1.62 -4.67 -0.490
C -3.02 0.53 -4.86 1.184
H -2.47 -2.41 -6.54 0.616
H -1.10 -1.26 -2.59 0.553
```

---

Entry 4:
The following is a quantum chemistry calculation of a cluster of 2 separate species, C2H8Br2N4O in total, from the OMol25 dataset.

The value obtained for the LUMO energy (alpha / beta) is -11.36 / -11.36 eV. The value obtained for the HOMO energy (alpha / beta) is -16.43 / -16.43 eV. The energy above the lowest of the compared OMol25 structures with the same formula, charge and spin is 0.0000 eV. The charge is +2.

```
17
Properties=species:S:1:pos:R:3:mulliken_charge:R:1
C -0.72 -0.70 -0.21 0.755
C 0.15 2.85 0.37 -0.728
N -0.44 -1.65 0.65 0.477
N -0.18 0.51 0.19 -0.149
N -0.81 -2.95 0.69 -0.723
N -0.47 1.65 -0.24 0.026
O -1.38 -0.80 -1.28 -0.445
Br 2.43 -0.06 -0.47 0.106
Br 4.64 -0.18 -1.01 -0.014
H 0.56 2.74 1.34 0.376
H 0.97 3.13 -0.24 0.361
H -0.67 3.56 0.43 0.318
H 0.14 -1.41 1.40 0.346
H -0.94 -3.41 -0.12 0.209
H -0.63 -3.60 1.47 0.311
H -1.75 -1.51 -1.80 0.430
H -0.90 1.84 -1.18 0.343
```

---

| no. | calculated total energy (a.u.) |
| --- | --- |
| 1 | -3602.060021 |
| 2 | -4156.381547 |
| 3 | -2168.474589 |
| 4 | -5522.488492 |